Record 1
Here is 10 unconnected molecules or ions with the total composition C52H96F3N17O4S from OMol25. Energies are from ωB97M-V/def2-TZVPD.

Geometry as XYZ:
```
173
C52H96F3N17O4S | OMol25 | ωB97M-V/def2-TZVPD
C -4.688 0.831 -1.439
C -4.943 0.835 -2.977
O -4.059 0.653 -3.889
N -6.287 1.431 -3.485
H -6.666 2.145 -2.879
H -6.079 1.936 -4.335
C -7.445 0.369 -3.761
H -5.549 0.351 -0.974
H -4.669 1.844 -1.037
H -3.863 0.189 -1.130
H -7.895 -0.075 -2.873
H -7.000 -0.429 -4.355
H -8.228 0.942 -4.257
C 0.084 2.115 3.289
C 1.250 1.187 3.181
N 2.289 1.200 4.153
C 2.130 0.981 5.484
C 3.385 0.978 6.137
N 4.319 1.259 5.164
C 3.644 1.383 3.932
C 5.792 1.442 5.331
H 0.403 3.152 3.389
H -0.530 1.830 4.144
H -0.575 2.156 2.422
H 1.585 1.404 2.167
H 0.824 0.184 3.149
H 1.139 0.791 5.868
H 3.587 0.866 7.192
H 4.113 1.499 2.966
H 6.100 2.465 5.114
H 6.309 0.779 4.637
H 6.304 1.126 6.239
C 2.219 -5.436 -0.912
C 1.500 -4.589 -1.912
N 1.408 -5.197 -3.240
C 0.519 -6.226 -3.579
C 0.651 -6.544 -4.999
N 1.750 -5.754 -5.407
C 2.134 -4.925 -4.383
C 2.373 -5.816 -6.752
H 2.180 -5.020 0.095
H 3.240 -5.573 -1.268
H 1.776 -6.429 -0.985
H 2.064 -3.670 -2.071
H 0.594 -4.180 -1.466
H -0.201 -6.535 -2.836
H 0.386 -7.367 -5.646
H 2.916 -4.185 -4.468
H 1.949 -6.604 -7.373
H 3.434 -6.058 -6.801
H 2.113 -4.807 -7.074
C 3.661 6.862 -1.640
C 4.478 5.777 -2.350
N 4.053 4.385 -2.021
C 3.135 3.533 -2.659
C 2.991 2.327 -1.852
N 3.977 2.401 -0.923
C 4.644 3.586 -1.058
C 4.288 1.372 -0.030
H 3.846 6.724 -0.575
H 2.584 6.699 -1.635
H 3.965 7.886 -1.858
H 5.552 5.760 -2.165
H 4.179 5.885 -3.393
H 2.485 3.839 -3.466
H 2.459 1.390 -1.922
H 5.460 3.891 -0.420
H 4.180 1.879 0.928
H 5.301 1.036 -0.254
H 3.596 0.531 -0.013
C -5.488 4.099 2.234
C -4.937 3.974 3.693
N -4.418 2.666 3.981
C -3.339 2.046 3.318
C -3.213 0.756 3.820
N -4.146 0.667 4.839
C -4.909 1.736 4.849
C -4.397 -0.459 5.690
H -6.087 3.303 1.791
H -4.680 4.104 1.504
H -5.953 5.075 2.100
H -5.645 4.264 4.469
H -4.091 4.655 3.788
H -2.901 2.639 2.529
H -2.540 -0.073 3.657
H -5.712 1.857 5.561
H -5.285 -0.308 6.304
H -3.608 -0.582 6.432
H -4.401 -1.368 5.089
C -5.947 -4.615 3.476
C -4.910 -5.571 2.753
N -3.659 -4.915 2.539
C -3.398 -3.593 2.373
C -2.012 -3.441 2.434
N -1.453 -4.695 2.622
C -2.460 -5.594 2.624
C -0.130 -5.115 2.971
H -6.663 -5.295 3.936
H -6.348 -3.946 2.715
H -5.424 -4.036 4.238
H -5.141 -6.089 1.822
H -4.815 -6.426 3.423
H -4.195 -2.868 2.441
H -1.339 -2.596 2.464
H -2.325 -6.664 2.672
H 0.535 -4.386 2.508
H 0.102 -6.053 2.465
H -0.005 -5.070 4.053
C 0.252 2.431 -4.569
C -1.073 1.897 -5.091
N -1.015 0.458 -5.441
C -0.784 -0.122 -6.633
C -0.921 -1.509 -6.609
N -1.134 -1.772 -5.243
C -1.224 -0.570 -4.599
C -1.099 -3.096 -4.725
H 0.247 3.414 -4.098
H 0.979 2.420 -5.381
H 0.637 1.835 -3.741
H -1.284 2.519 -5.961
H -1.814 2.116 -4.322
H -0.489 0.508 -7.459
H -0.796 -2.280 -7.355
H -1.372 -0.431 -3.538
H -1.723 -3.727 -5.358
H -1.323 -3.111 -3.658
H -0.031 -3.296 -4.800
C -2.064 3.742 -0.899
C -0.601 3.837 -0.250
N -0.133 5.234 -0.183
C -0.199 6.135 -1.259
C 0.313 7.370 -0.773
N 0.890 7.028 0.448
C 0.622 5.724 0.804
C 1.534 8.019 1.208
H -2.423 2.718 -0.800
H -2.044 3.912 -1.976
H -2.907 4.253 -0.434
H 0.212 3.266 -0.698
H -0.720 3.451 0.763
H -0.788 6.006 -2.155
H 0.287 8.349 -1.230
H 1.112 5.298 1.667
H 0.806 8.765 1.526
H 2.314 8.441 0.574
H 2.081 7.638 2.070
C 2.966 -2.483 3.512
C 2.857 -1.843 2.147
N 3.812 -2.401 1.223
C 3.809 -2.196 -0.124
C 4.766 -3.038 -0.649
N 5.456 -3.726 0.339
C 4.839 -3.374 1.537
C 6.653 -4.623 0.379
H 3.979 -2.268 3.853
H 2.828 -3.563 3.574
H 2.307 -2.007 4.237
H 3.186 -0.823 2.344
H 1.844 -1.810 1.747
H 3.154 -1.527 -0.663
H 5.048 -3.148 -1.686
H 5.021 -3.882 2.473
H 7.339 -4.520 -0.462
H 6.155 -5.587 0.272
H 7.202 -4.545 1.317
C -0.635 -1.683 -0.711
F -1.886 -2.110 -0.892
F -0.105 -2.375 0.304
F -0.001 -1.987 -1.860
S -0.551 0.181 -0.175
O -1.090 0.813 -1.404
O -1.405 0.343 1.001
O 0.847 0.566 0.182
```

Values from the calculation:
total charge: +8
spin multiplicity: 1
Kohn-Sham gap: 8.90 eV
calculated total energy: -3965.03296 a.u.


Record 2
Here is a molecular structure, C4H6N4 from OMol25. Energies are from ωB97M-V/def2-TZVPD.

Geometry as XYZ:
```
14
C4H6N4 | OMol25 | ωB97M-V/def2-TZVPD
C 1.525 -0.972 0.190
C 1.593 0.538 -0.131
C -1.516 0.671 0.352
C -1.673 -0.681 -0.309
H 1.579 -1.544 -0.877
H 2.218 -1.469 0.841
H 2.694 0.839 -0.173
H -0.798 2.293 -0.136
H -2.559 0.896 0.614
H -2.824 -1.232 0.133
N 0.766 1.476 -0.206
N -0.460 1.474 -0.007
N -0.537 -1.516 -0.437
N 0.247 -1.023 0.506
```

Values from the calculation:
energy relative to the best compared isomer or geometry (same formula, charge and spin): 830.0 kJ/mol
total charge: 0
spin multiplicity: 1
Kohn-Sham gap: 8.17 eV
calculated total energy: -374.74523 a.u.


Record 3
Here is a molecular structure, C33H30Br2IMnN4O5S2 from OMol25. Energies are from ωB97M-V/def2-TZVPD.

Geometry as XYZ:
```
78
C33H30Br2IMnN4O5S2 | OMol25 | ωB97M-V/def2-TZVPD
Mn -0.102 0.174 0.435
I -1.909 -2.067 0.573
C -2.645 -1.327 2.392
C -3.698 -2.000 2.921
C -4.220 -1.603 4.182
C -3.663 -0.559 4.847
C -2.574 0.165 4.290
C -2.024 1.274 4.984
C -1.000 1.974 4.428
C -0.477 1.592 3.162
C -0.935 0.527 2.418
C -2.021 -0.197 3.019
H -4.138 -2.834 2.387
H -5.060 -2.143 4.609
H -4.049 -0.257 5.818
H -2.439 1.551 5.950
H -0.586 2.834 4.951
H 0.328 2.200 2.769
C 3.233 0.354 -1.243
C 2.260 1.371 -1.750
C 2.684 2.255 -2.793
C 1.833 3.141 -3.321
C 0.493 3.175 -2.865
C -0.504 4.043 -3.370
Br -0.101 5.271 -4.773
C -1.763 4.009 -2.876
C -2.113 3.099 -1.860
Br -3.882 3.094 -1.216
C -1.213 2.190 -1.313
O -1.499 1.347 -0.426
C 0.154 2.269 -1.833
N 1.060 1.410 -1.270
H 4.209 0.817 -1.060
H 3.375 -0.414 -2.010
H 2.860 -0.136 -0.355
H 3.707 2.195 -3.146
H 2.156 3.821 -4.101
H -2.512 4.680 -3.271
C 1.588 8.032 -0.524
C 2.190 6.720 -0.074
C 2.782 6.580 1.177
C 3.322 5.367 1.598
C 3.284 4.280 0.745
C 2.708 4.395 -0.505
C 2.160 5.602 -0.905
S 5.129 2.811 1.977
O 3.743 3.000 1.072
O 6.180 3.378 1.135
N 5.161 1.200 1.836
C 4.534 0.296 2.854
C 3.021 0.082 2.819
C 2.589 -1.033 1.871
O 3.309 -2.047 1.792
O 1.480 -0.847 1.274
H 1.653 8.787 0.262
H 0.533 7.912 -0.788
H 2.102 8.421 -1.407
H 2.813 7.432 1.851
H 3.763 5.280 2.586
H 2.680 3.529 -1.150
H 1.696 5.669 -1.887
H 5.046 0.909 0.866
H 4.837 0.659 3.835
H 5.012 -0.666 2.706
H 2.480 0.977 2.545
H 2.691 -0.203 3.823
S 0.676 -1.989 -2.356
C 1.985 -3.004 -2.111
N 2.694 -3.617 -3.104
C 3.669 -4.572 -2.578
C 3.741 -4.153 -1.100
N 2.536 -3.342 -0.950
H 2.239 -3.736 -3.990
H 4.630 -4.467 -3.076
H 3.334 -5.604 -2.693
H 4.633 -3.570 -0.879
H 3.721 -5.006 -0.426
H 2.408 -2.795 -0.108
```

Values from the calculation:
total charge: -1
spin multiplicity: 6
Kohn-Sham gap (alpha / beta): 6.53 / 7.23 eV
calculated total energy: -9264.02847 a.u.


Record 4
Here is a single C16H25N3OS molecule from OMol25. Energies are from ωB97M-V/def2-TZVPD.

Geometry as XYZ:
```
46
C16H25N3OS | OMol25 | ωB97M-V/def2-TZVPD
C 0.785 -2.606 -2.910
O -0.243 -2.684 -1.958
C -1.309 -3.518 -2.353
C -2.273 -3.667 -1.173
N -2.640 -2.377 -0.648
C -2.116 -1.901 0.513
S -1.623 -2.963 1.688
N -2.137 -0.558 0.731
C -1.384 -0.028 1.854
C 0.045 0.277 1.402
N 0.011 1.226 0.299
C 1.238 1.865 0.013
C 2.000 1.525 -1.101
C 3.193 2.173 -1.358
C 3.641 3.157 -0.498
C 2.888 3.526 0.609
C 3.385 4.611 1.518
C 1.669 2.895 0.860
C 0.814 3.342 2.008
C -0.731 0.681 -0.819
C -2.164 0.423 -0.336
H 0.424 -2.170 -3.852
H 1.557 -1.967 -2.486
H 1.208 -3.594 -3.121
H -1.826 -3.073 -3.221
H -0.936 -4.509 -2.651
H -1.792 -4.220 -0.362
H -3.167 -4.207 -1.500
H -2.884 -1.704 -1.358
H -1.379 -0.765 2.656
H -1.880 0.883 2.196
H 0.621 0.695 2.226
H 0.518 -0.670 1.093
H 1.668 0.741 -1.764
H 3.779 1.900 -2.223
H 4.582 3.652 -0.691
H 2.740 5.488 1.459
H 4.392 4.910 1.240
H 3.395 4.273 2.553
H -0.197 2.964 1.889
H 0.778 4.428 2.051
H 1.212 2.986 2.959
H -0.730 1.409 -1.632
H -0.318 -0.276 -1.181
H -2.805 0.118 -1.163
H -2.577 1.346 0.081
```

Values from the calculation:
energy relative to the best compared isomer or geometry (same formula, charge and spin): 67.9 kJ/mol
total charge: 0
SMILES: COCCNC(=S)N1CCN(c2cccc(C)c2C)CC1
spin multiplicity: 1
Kohn-Sham gap: 8.44 eV
calculated total energy: -1262.36224 a.u.


Record 5
Here is a single C4H9NO2 molecule from OMol25. Energies are from ωB97M-V/def2-TZVPD.

Geometry as XYZ:
```
16
C4H9NO2 | OMol25 | ωB97M-V/def2-TZVPD
C -0.530 -1.848 1.582
C -0.442 -0.347 1.341
N 0.215 0.028 0.102
C -0.464 0.060 -1.084
O -1.592 -0.343 -1.243
O 0.246 0.624 -2.107
C 0.948 1.825 -1.807
H 0.466 -2.302 1.590
H -1.003 -2.054 2.548
H -1.125 -2.318 0.795
H -1.444 0.088 1.306
H 0.102 0.146 2.155
H 1.222 0.006 0.068
H 1.387 2.166 -2.747
H 0.261 2.588 -1.422
H 1.752 1.681 -1.076
```

Values from the calculation:
energy relative to the best compared isomer or geometry (same formula, charge and spin): 84.4 kJ/mol
total charge: 0
SMILES: CCNC(=O)OC
spin multiplicity: 1
Kohn-Sham gap: 10.61 eV
calculated total energy: -363.05337 a.u.


Record 6
Here is 2 unconnected molecules or ions with the total composition C18H40N3O5PS from OMol25. Energies are from ωB97M-V/def2-TZVPD.

Geometry as XYZ:
```
68
C18H40N3O5PS | OMol25 | ωB97M-V/def2-TZVPD
C -6.776 -6.812 -2.646
C -5.606 -6.852 -2.033
C -4.237 -6.771 -1.186
C -3.049 -7.665 -1.828
C -1.903 -8.110 -0.774
O -0.878 -7.059 -0.550
S -1.480 -6.195 0.811
O -0.975 -6.855 2.103
O -0.899 -4.578 0.730
C -2.063 -3.786 1.200
C -1.734 -2.212 1.345
C -0.535 -1.689 0.386
C -0.735 -0.062 0.267
C -1.872 0.344 -0.806
O -1.788 1.734 -1.263
C -3.067 1.999 -1.903
C -4.128 2.671 -0.843
H -7.873 -6.555 -2.918
H -4.418 -7.054 -0.072
H -3.836 -5.674 -1.151
H -2.542 -7.034 -2.643
H -3.528 -8.640 -2.236
H -2.345 -8.365 0.277
H -1.378 -9.057 -1.175
H -2.297 -4.176 2.276
H -3.017 -3.990 0.561
H -2.676 -1.574 1.147
H -1.466 -2.026 2.467
H 0.469 -1.894 0.933
H -0.494 -2.206 -0.645
H -1.067 0.336 1.299
H 0.294 0.407 0.011
H -2.945 0.165 -0.409
H -1.710 -0.322 -1.751
H -3.478 1.009 -2.346
H -3.013 2.743 -2.788
H -4.340 1.843 -0.050
H -3.605 3.564 -0.326
H -5.105 3.007 -1.382
O 4.496 6.087 1.196
P 3.498 4.932 0.986
N 4.560 3.781 1.730
C 4.660 2.354 1.459
C 4.788 3.993 3.161
N 3.782 4.912 -0.724
C 4.534 3.866 -1.400
C 4.129 6.195 -1.346
N 2.302 3.636 0.758
C 1.330 3.817 -0.344
C 1.465 3.509 1.976
H 3.799 1.787 1.835
H 5.552 1.932 1.941
H 4.789 2.119 0.409
H 3.993 3.549 3.771
H 4.839 5.056 3.412
H 5.741 3.556 3.479
H 5.566 3.809 -1.042
H 4.562 4.031 -2.483
H 4.043 2.897 -1.292
H 5.189 6.441 -1.196
H 3.522 7.006 -0.938
H 3.937 6.178 -2.424
H 0.852 4.800 -0.297
H 0.548 3.050 -0.305
H 1.783 3.696 -1.328
H 0.913 4.435 2.173
H 2.065 3.287 2.858
H 0.750 2.687 1.880
```

Values from the calculation:
energy relative to the best compared isomer or geometry (same formula, charge and spin): 1247.0 kJ/mol
total charge: 0
spin multiplicity: 1
Kohn-Sham gap: 7.21 eV
calculated total energy: -1989.44578 a.u.


Record 7
Here is a single C2H4N2O2 molecule from OMol25. Energies are from ωB97M-V/def2-TZVPD.

Geometry as XYZ:
```
10
C2H4N2O2 | OMol25 | ωB97M-V/def2-TZVPD
O 2.746 -0.719 0.014
C 1.829 0.116 -0.018
N 0.512 -0.118 -0.301
C -0.581 0.790 -0.121
N -1.765 0.306 0.037
O -1.881 -1.054 -0.121
H 1.982 1.261 0.074
H 0.322 -1.138 -0.078
H -0.389 1.802 0.073
H -2.775 -1.247 0.441
```

Values from the calculation:
energy relative to the best compared isomer or geometry (same formula, charge and spin): 329.7 kJ/mol
total charge: 0
SMILES: O=CN/C=N\O
spin multiplicity: 1
Kohn-Sham gap: 10.31 eV
calculated total energy: -338.52763 a.u.


Record 8
Here is a molecular structure, C8H5AlCl2NO3Ru from OMol25. Energies are from ωB97M-V/def2-TZVPD.

Geometry as XYZ:
```
21
C8H5AlCl2NO3Ru | OMol25 | ωB97M-V/def2-TZVPD
Ru -0.408 -0.712 -6.121
Al -0.473 -1.084 0.770
Cl -0.763 0.942 -4.638
Cl 1.102 -1.774 -0.457
C -1.058 -2.584 2.071
C -0.801 -0.001 -7.736
C 0.158 -2.313 -6.804
O -1.401 -3.202 3.013
O -1.048 0.456 -8.795
O 0.542 -3.333 -7.227
C 0.565 2.137 4.034
C -0.313 2.280 2.966
C -0.504 1.247 2.066
N 0.103 0.047 2.275
C 0.967 -0.137 3.311
C 1.203 0.906 4.207
H 0.765 2.973 4.698
H -0.865 3.185 2.784
H -1.126 1.336 1.181
H 1.460 -1.114 3.372
H 1.896 0.744 5.030
```

Values from the calculation:
total charge: +4
spin multiplicity: 6
Kohn-Sham gap (alpha / beta): 3.08 / 3.78 eV
calculated total energy: -1844.13378 a.u.